Below is a structure of composition C48H70Cl2F4InO3P2S at a distorted geometry, with properties calculated with ωB97M-V/def2-TZVPD.

Properties
* HOMO level: -4.53 eV
* electronic energy: -4687.72669 hartree
* frontier orbital gap: 0.238 Ha
* energy above the lowest of the compared OMol25 structures with the same formula, charge and spin: 0.192 eV
* LUMO: 2.0 eV

```
! RIJCOSX wB97M-V def2-TZVPD def2/J DEFGRID3
* xyz -1 1
C -9.81 0.26 2.07
C -8.79 0.10 3.21
C -8.75 1.30 4.14
C -7.94 2.48 3.55
C -8.06 3.70 4.45
C -7.19 4.92 4.07
C -5.89 4.62 3.32
C -6.04 4.57 1.77
C -5.59 3.24 1.14
C -5.09 3.39 -0.29
C -4.63 2.03 -0.85
C -3.11 1.78 -0.72
C -2.57 0.98 -1.91
C -1.19 0.35 -1.60
C -1.13 -1.16 -1.82
C -0.02 -1.80 -0.98
C -0.29 -3.25 -0.63
C 0.86 -3.96 0.09
C 1.69 -3.07 1.02
C 1.90 -3.65 2.45
In 0.95 -2.35 3.97
C 2.34 -1.83 5.66
P 3.32 -0.40 5.43
O 2.61 0.86 5.12
O 4.46 -0.77 4.36
O 4.15 -0.19 6.81
P -0.86 -3.85 5.06
S -2.52 -4.11 4.00
C -0.10 -0.62 3.06
Cl -1.84 -0.51 3.32
C 0.48 0.34 2.32
C 1.92 0.35 1.93
Cl -0.40 1.72 1.67
H -9.95 -0.69 1.55
H -9.45 1.01 1.37
H -10.76 0.60 2.47
H -7.81 -0.09 2.78
H -9.05 -0.78 3.80
H -9.75 1.66 4.38
H -8.24 1.01 5.06
H -6.91 2.13 3.49
H -8.30 2.68 2.55
H -7.90 3.41 5.48
H -9.11 4.02 4.39
H -6.90 5.40 5.01
H -7.78 5.62 3.49
H -5.18 5.41 3.56
H -5.45 3.70 3.68
H -5.41 5.36 1.36
H -7.07 4.79 1.52
H -4.78 2.82 1.75
H -6.42 2.55 1.12
H -5.89 3.76 -0.94
H -4.26 4.10 -0.34
H -4.87 1.96 -1.91
H -5.18 1.25 -0.32
H -2.92 1.23 0.20
H -2.60 2.74 -0.64
H -3.28 0.18 -2.13
H -2.46 1.66 -2.75
H -0.39 0.84 -2.16
H -1.00 0.56 -0.54
H -2.07 -1.58 -1.46
H -0.98 -1.39 -2.88
H 0.95 -1.66 -1.46
H 0.00 -1.23 -0.05
H -1.22 -3.36 -0.08
H -0.45 -3.79 -1.58
H 0.42 -4.77 0.68
H 1.51 -4.46 -0.63
H 2.68 -2.94 0.60
H 1.25 -2.08 1.13
H 2.97 -3.77 2.65
H 1.47 -4.65 2.52
H 1.72 -1.64 6.54
H 3.00 -2.68 5.85
H 4.23 -1.62 3.96
H 4.30 0.76 6.90
H -1.13 -3.44 6.39
H -0.25 -5.12 5.21
H 2.35 1.33 2.16
H 2.49 -0.39 2.48
H 2.04 0.20 0.86
F 2.35 2.07 -2.10
C 2.46 3.30 -1.56
C 1.72 3.60 -0.43
C 1.84 4.87 0.12
C 2.69 5.81 -0.45
C 3.42 5.48 -1.59
C 3.31 4.22 -2.15
H 1.06 2.86 0.01
H 1.28 5.12 1.01
H 2.78 6.80 -0.02
H 4.08 6.21 -2.04
H 3.87 3.94 -3.02
F 3.24 -5.56 -2.11
C 4.13 -4.63 -2.53
C 3.75 -3.75 -3.52
C 4.66 -2.79 -3.94
C 5.93 -2.73 -3.37
C 6.28 -3.63 -2.38
C 5.38 -4.59 -1.95
H 2.76 -3.82 -3.95
H 4.38 -2.09 -4.71
H 6.64 -1.99 -3.70
H 7.27 -3.59 -1.93
H 5.63 -5.30 -1.16
F 8.77 -4.05 -3.78
C 9.75 -4.95 -3.68
C 10.60 -4.90 -2.59
C 11.61 -5.84 -2.48
C 11.77 -6.81 -3.46
C 10.91 -6.84 -4.55
C 9.89 -5.91 -4.66
H 10.46 -4.13 -1.84
H 12.28 -5.82 -1.63
H 12.56 -7.54 -3.38
H 11.03 -7.60 -5.32
H 9.20 -5.92 -5.50
F -0.93 0.89 -4.50
C -0.42 1.88 -5.25
C -1.04 2.22 -6.44
C -0.50 3.24 -7.20
C 0.64 3.91 -6.77
C 1.25 3.55 -5.58
C 0.72 2.53 -4.80
H -1.92 1.68 -6.75
H -0.97 3.53 -8.13
H 1.06 4.71 -7.37
H 2.14 4.06 -5.24
H 1.17 2.24 -3.86
*
```

Below is a cluster of 8 separate species, C36H57IO10 in total at a distorted geometry, with properties calculated with ωB97M-V/def2-TZVPD.

Properties
* HOMO level: -7.70 eV
* electronic energy: -2455.48642 hartree
* frontier orbital gap: 0.244 Ha
* LUMO: -1.1 eV
* SMILES: Cc1cccc(CC2=C(CCCI)C(=O)OC2=O)c1.CC(C)=O.CC(C)=O.CC(C)=O.CC(C)=O.CC(C)=O.CC(C)=O.CC(C)=O

```
! RIJCOSX wB97M-V def2-TZVPD def2/J DEFGRID3
* xyz 0 1
C -2.61 -2.19 1.74
C -2.14 -2.78 0.26
C -3.25 -3.51 -0.73
C -2.70 -4.10 -2.16
C -1.10 -3.93 -2.59
C 0.02 -3.20 -1.62
C 1.62 -3.00 -2.08
C 2.11 -1.62 -1.29
C 1.89 -0.18 -1.62
C 1.10 0.40 -2.95
C 0.59 1.95 -2.77
C -0.94 2.07 -3.36
I -2.28 1.49 -1.68
C 2.57 0.75 -0.45
O 2.98 2.02 -0.44
O 2.55 -0.21 0.70
C 2.98 -1.49 0.10
O 3.89 -2.39 0.48
C -0.53 -2.63 -0.17
H -3.77 -2.20 1.88
H -2.19 -1.09 1.89
H -2.03 -2.85 2.55
H -4.37 -3.59 -0.38
H -3.51 -4.61 -2.87
H -0.82 -4.38 -3.65
H 2.23 -3.90 -1.64
H 1.66 -2.91 -3.25
H 0.26 -0.35 -3.32
H 1.92 0.41 -3.82
H 1.28 2.64 -3.46
H 0.61 2.35 -1.67
H -1.08 1.36 -4.31
H -1.17 3.17 -3.73
H 0.15 -2.09 0.63
C -2.54 1.84 3.88
C -2.19 1.84 2.41
O -2.47 0.89 1.69
C -1.51 3.07 1.86
H -3.03 0.90 4.13
H -1.63 1.93 4.47
H -3.22 2.66 4.10
H -0.55 3.21 2.37
H -2.14 3.94 2.00
H -1.32 2.93 0.79
C 7.55 2.78 2.07
C 7.18 3.64 0.90
O 7.75 4.71 0.68
C 6.08 3.14 0.00
H 8.36 3.26 2.63
H 6.69 2.65 2.74
H 7.91 1.80 1.73
H 5.15 3.03 0.56
H 6.37 2.18 -0.45
H 5.92 3.86 -0.81
C -7.16 -1.39 -1.35
C -7.02 -1.98 0.03
O -5.92 -2.25 0.50
C -8.29 -2.24 0.80
H -6.16 -1.26 -1.79
H -7.74 -2.06 -1.99
H -7.64 -0.41 -1.29
H -8.92 -2.95 0.26
H -8.82 -1.30 0.96
H -8.03 -2.66 1.78
C -7.10 -6.30 -5.25
C -6.17 -6.25 -4.06
O -5.22 -5.46 -4.03
C -6.44 -7.19 -2.93
H -6.78 -5.56 -5.99
H -7.07 -7.29 -5.70
H -8.12 -6.05 -4.93
H -6.38 -8.23 -3.28
H -7.43 -6.99 -2.50
H -5.69 -7.05 -2.14
C 10.37 0.10 0.43
C 10.10 -0.89 -0.67
O 11.02 -1.42 -1.29
C 8.66 -1.22 -0.97
H 11.45 0.24 0.54
H 9.91 1.06 0.17
H 9.96 -0.27 1.37
H 8.13 -0.32 -1.29
H 8.18 -1.65 -0.09
H 8.62 -1.95 -1.79
C 11.12 8.50 1.99
C 10.24 8.61 0.77
O 10.09 9.68 0.19
C 9.56 7.36 0.29
H 11.54 9.48 2.22
H 10.52 8.17 2.84
H 11.94 7.80 1.80
H 8.90 6.97 1.07
H 10.31 6.61 0.02
H 8.96 7.59 -0.60
C -10.24 0.92 4.02
C -10.07 -0.57 3.84
O -9.85 -1.06 2.74
C -10.18 -1.43 5.07
H -10.14 1.41 3.05
H -11.24 1.13 4.42
H -9.47 1.30 4.69
H -11.17 -1.32 5.52
H -9.40 -1.15 5.79
H -10.03 -2.48 4.80
*
```

Below is the molecule C3H6OS2 at a distorted geometry, with properties calculated with ωB97M-V/def2-TZVPD.

Properties
* HOMO level: -8.03 eV
* electronic energy: -989.46723 hartree
* frontier orbital gap: 0.316 Ha
* energy above the lowest of the compared OMol25 structures with the same formula, charge and spin: 1.668 eV
* LUMO: 0.6 eV
* SMILES: O=CCCSS

```
! RIJCOSX wB97M-V def2-TZVPD def2/J DEFGRID3
* xyz 0 1
C 0.67 -0.35 -0.10
C 0.87 -1.68 -0.86
O -0.06 -2.43 -1.13
C -0.88 0.01 0.01
S -1.14 1.66 -0.36
S -0.56 2.95 1.00
H 1.18 -0.34 0.95
H 1.23 0.38 -0.72
H 1.96 -1.91 -1.22
H -1.44 -0.42 -0.78
H -1.34 -0.24 1.01
H -0.50 2.37 2.20
*
```

Below is the molecule C21H20N2O2 at a distorted geometry, with properties calculated with ωB97M-V/def2-TZVPD.

Properties
* HOMO level: -7.52 eV
* electronic energy: -1072.17461 hartree
* frontier orbital gap: 0.255 Ha
* energy above the lowest of the compared OMol25 structures with the same formula, charge and spin: 2.135 eV
* LUMO: -0.6 eV
* SMILES: CCCCNc1c2c3c(cccc3n(C)c1=O)C(=O)c1ccccc1-2

```
! RIJCOSX wB97M-V def2-TZVPD def2/J DEFGRID3
* xyz 0 1
O 1.58 4.31 -1.57
O -2.63 -1.08 1.58
C 1.09 3.33 -1.06
C -1.94 -0.13 1.30
C 0.12 0.91 0.26
C -0.61 -0.28 0.51
C 3.81 0.94 -2.10
C 3.47 -0.21 -1.33
C -1.82 4.66 0.95
C 3.12 2.09 -1.90
C 2.34 -0.21 -0.45
C -0.74 4.56 0.15
C -2.19 3.54 1.67
C 1.89 2.05 -1.12
C 1.49 0.88 -0.40
C -0.04 3.31 -0.05
C -0.53 2.13 0.56
C -1.59 2.24 1.45
N -2.20 1.12 2.02
N -0.29 -1.55 -0.10
C -2.95 1.09 3.33
C 0.72 -5.05 -0.20
C -1.19 -2.66 -0.35
C 0.79 -4.09 -1.37
C -0.61 -3.38 -1.60
H 4.61 0.74 -2.84
H 4.08 -1.09 -1.35
H -2.38 5.61 1.03
H 3.45 2.94 -2.40
H 2.23 -1.00 0.40
H -0.45 5.43 -0.33
H -2.96 3.56 2.38
H 0.57 -1.55 -0.75
H -2.36 1.55 4.12
H -3.21 0.06 3.70
H -3.91 1.59 3.18
H 1.14 -4.59 0.71
H -0.33 -5.41 0.02
H 1.41 -5.90 -0.38
H -2.19 -2.30 -0.53
H -1.23 -3.25 0.53
H 1.04 -4.66 -2.30
H 1.48 -3.35 -1.21
H -1.30 -4.18 -1.70
H -0.78 -2.70 -2.43
*
```

Below is a cluster of 2 separate species, C4H6N7 in total at a distorted geometry, with properties calculated with ωB97M-V/def2-TZVPD.

Properties
* HOMO level (spin up / spin down): -13.56 / -13.56 eV
* electronic energy: -538.86260 hartree
* frontier orbital gap (spin up / spin down): 0.272 / 0.272 Ha
* energy above the lowest of the compared OMol25 structures with the same formula, charge and spin: 1.150 eV
* LUMO (spin up / spin down): -6.2 / -6.2 eV

```
! RIJCOSX wB97M-V def2-TZVPD def2/J DEFGRID3
* xyz 1 1
C -2.98 -0.28 -0.25
C -2.13 0.82 -0.26
C -2.39 -1.52 -0.03
C 2.02 0.82 0.62
N -0.83 0.65 -0.07
N -1.07 -1.60 0.12
N 3.11 -0.55 -0.75
N 2.36 -1.26 0.02
N -0.40 -0.54 0.09
N 2.98 0.69 -0.46
N 1.69 -0.54 0.84
H -4.04 -0.18 -0.40
H -2.47 1.84 -0.42
H -2.93 -2.45 0.01
H 2.46 1.27 1.52
H 1.13 1.42 0.35
H 3.50 1.42 -0.93
*
```

Below is a structure of composition C8H18N4 at a distorted geometry, with properties calculated with ωB97M-V/def2-TZVPD.

Properties
* HOMO level: -8.92 eV
* electronic energy: -534.56866 hartree
* frontier orbital gap: 0.355 Ha
* energy above the lowest of the compared OMol25 structures with the same formula, charge and spin: 1.087 eV
* LUMO: 0.7 eV

```
! RIJCOSX wB97M-V def2-TZVPD def2/J DEFGRID3
* xyz 0 1
C 3.92 -0.95 0.01
C 2.81 0.06 0.11
C 1.70 -0.42 1.09
C 1.72 -0.19 -0.95
C -1.91 1.63 -0.50
C -2.83 -0.68 -0.46
C -3.69 -0.60 0.76
C -4.51 0.41 1.04
H 3.46 -1.93 0.26
H 4.35 -0.93 -1.00
H 4.73 -0.73 0.71
H 3.83 1.58 -0.75
H 3.95 1.53 0.91
H 2.02 -1.10 1.90
H 1.14 0.45 1.50
H 0.04 -0.93 0.00
H 1.16 0.73 -1.13
H 2.05 -0.66 -1.89
H -0.83 1.46 -0.34
H -2.40 1.84 0.47
H -2.02 2.51 -1.14
H -2.09 0.22 -2.00
H -2.74 -2.56 -0.38
H -3.67 -1.48 1.39
H -5.09 0.45 1.98
H -4.54 1.26 0.36
N 3.32 1.41 0.13
N 1.03 -1.08 -0.04
N -2.56 0.50 -1.15
N -2.36 -1.78 -0.92
*
```

Below is a structure of composition C6H5CsNO2, with properties calculated with ωB97M-V/def2-TZVPD.

Properties
* HOMO level: -12.94 eV
* electronic energy: -456.73155 hartree
* frontier orbital gap: 0.330 Ha
* energy above the lowest of the compared OMol25 structures with the same formula, charge and spin: 0.106 eV
* LUMO: -4.0 eV

```
! RIJCOSX wB97M-V def2-TZVPD def2/J DEFGRID3
* xyz 1 1
Cs -4.59 1.93 -0.79
C 1.90 -0.33 1.11
C 1.39 0.94 0.85
C 0.22 1.08 0.11
C -0.40 -0.05 -0.40
C 0.08 -1.32 -0.12
C 1.22 -1.46 0.65
N -1.57 0.11 -1.25
O -2.14 -0.88 -1.63
O -1.89 1.25 -1.60
H 2.80 -0.48 1.68
H 1.97 1.83 1.05
H -0.10 2.06 -0.19
H -0.44 -2.22 -0.43
H 1.55 -2.44 0.96
*
```

Below is a cluster of 2 separate species, CH3NO2S in total at a distorted geometry, with properties calculated with ωB97M-V/def2-TZVPD.

Properties
* HOMO level (spin up / spin down): -8.53 / -8.53 eV
* electronic energy: -643.13461 hartree
* frontier orbital gap (spin up / spin down): 0.302 / 0.302 Ha
* energy above the lowest of the compared OMol25 structures with the same formula, charge and spin: 4.886 eV
* LUMO (spin up / spin down): -0.3 / -0.3 eV

```
! RIJCOSX wB97M-V def2-TZVPD def2/J DEFGRID3
* xyz 0 1
C -0.03 0.32 0.14
N -0.92 -0.36 -0.61
O 2.20 -0.95 -0.50
O 0.78 1.30 -0.29
S 1.67 -0.07 0.51
H -0.83 0.67 1.93
H -1.33 -1.09 -0.16
H -1.54 0.19 -1.02
*
```

Below is the molecule C4H7NO at a distorted geometry, with properties calculated with ωB97M-V/def2-TZVPD.

Properties
* HOMO level: -9.37 eV
* electronic energy: -286.55254 hartree
* frontier orbital gap: 0.380 Ha
* energy above the lowest of the compared OMol25 structures with the same formula, charge and spin: 2.153 eV
* LUMO: 1.0 eV
* SMILES: C[C@H]1CC(=O)N1

```
! RIJCOSX wB97M-V def2-TZVPD def2/J DEFGRID3
* xyz 0 1
C -1.33 -0.54 0.43
C -0.33 -0.01 -0.74
C 0.56 1.24 -0.38
C 1.37 0.19 0.41
O 2.16 0.19 1.31
N 0.78 -0.82 -0.30
H -2.17 -1.05 -0.01
H -0.93 -1.28 1.20
H -1.61 0.31 1.04
H -0.45 -0.09 -1.85
H 1.18 1.61 -1.21
H 0.15 2.09 0.16
H 0.73 -1.81 -0.15
*
```

Below is the ion C18H21N2O with charge +1 at a distorted geometry, with properties calculated with ωB97M-V/def2-TZVPD.

Properties
* HOMO level: -11.52 eV
* electronic energy: -882.95661 hartree
* frontier orbital gap: 0.331 Ha
* energy above the lowest of the compared OMol25 structures with the same formula, charge and spin: 1.667 eV
* LUMO: -2.5 eV
* SMILES: CN[N+](C)(C)[C@@H]1C=C(c2ccccc2)Oc2ccccc21

```
! RIJCOSX wB97M-V def2-TZVPD def2/J DEFGRID3
* xyz 1 1
C 1.58 -1.47 -5.22
C 2.49 -1.05 -4.24
C 2.07 -0.84 -2.93
C 0.71 -1.05 -2.57
C 0.26 -0.79 -1.21
O -1.10 -0.92 -1.07
C -1.62 -1.07 0.21
C -0.88 -0.72 1.34
C -1.51 -0.88 2.58
C -2.74 -1.54 2.67
C -3.42 -1.94 1.51
C -2.89 -1.64 0.27
C 0.52 -0.18 1.17
C 1.05 -0.45 -0.18
C -0.19 -1.49 -3.56
C 0.24 -1.70 -4.86
H 1.91 -1.59 -6.25
H 3.53 -0.86 -4.49
H 2.76 -0.50 -2.17
H -1.03 -0.46 3.46
H -3.17 -1.73 3.64
H -4.37 -2.48 1.58
H -3.41 -1.89 -0.66
H 1.20 -0.63 1.91
H 2.12 -0.33 -0.34
H -1.23 -1.66 -3.30
H -0.47 -2.03 -5.61
C 1.93 1.82 1.32
N 0.53 1.25 1.46
C -0.42 2.04 0.60
N 0.09 1.36 2.84
C -0.02 2.74 3.33
H 1.92 2.54 0.49
H 2.19 2.33 2.25
H 2.63 1.02 1.12
H -0.15 3.10 0.68
H -0.30 1.73 -0.45
H -1.45 1.88 0.95
H 0.80 0.86 3.38
H -0.60 2.70 4.26
H 0.97 3.18 3.52
H -0.55 3.34 2.58
*
```

Below is the molecule C4H3Cl2F, with properties calculated with ωB97M-V/def2-TZVPD.

Properties
* HOMO level (spin up / spin down): -8.26 / -9.23 eV
* electronic energy: -1174.31148 hartree
* frontier orbital gap (spin up / spin down): 0.279 / 0.328 Ha
* energy above the lowest of the compared OMol25 structures with the same formula, charge and spin: 2.956 eV
* LUMO (spin up / spin down): -0.7 / -0.3 eV

```
! RIJCOSX wB97M-V def2-TZVPD def2/J DEFGRID3
* xyz 0 1
C -0.99 -0.28 -0.02
C -0.73 -1.54 -0.14
C -0.45 1.10 0.10
C 1.03 0.90 0.09
F 0.51 -2.13 -0.22
Cl 1.84 0.66 -1.39
Cl 1.82 0.32 1.48
H -1.50 -2.29 -0.19
H -0.76 1.69 -0.75
H -0.78 1.56 1.03
*
```

Below is a cluster of 2 separate species, C21H39O6S in total at a distorted geometry, with properties calculated with ωB97M-V/def2-TZVPD.

Properties
* HOMO level: -11.13 eV
* electronic energy: -1672.78894 hartree
* frontier orbital gap: 0.289 Ha
* LUMO: -3.3 eV

```
! RIJCOSX wB97M-V def2-TZVPD def2/J DEFGRID3
* xyz 1 1
C -4.85 -1.43 -5.69
C -3.57 -0.70 -6.15
O -3.14 0.35 -5.32
C -3.03 0.02 -3.95
C -2.10 1.04 -3.32
O -2.48 1.20 -1.95
C -1.44 1.42 -1.04
C -1.53 2.84 -0.48
O -1.24 2.77 0.93
C -0.77 3.95 1.49
S -1.39 4.12 3.17
C -0.80 2.69 4.12
C 0.18 1.76 3.40
C 1.53 1.65 4.07
C 2.67 1.66 3.27
C 3.95 1.52 3.82
C 4.08 1.36 5.19
C 2.94 1.35 6.00
C 1.68 1.49 5.45
H -4.62 -2.39 -5.26
H -5.46 -1.62 -6.57
H -5.45 -0.82 -5.02
H -3.77 -0.25 -7.11
H -2.78 -1.44 -6.30
H -4.00 0.12 -3.46
H -2.67 -0.99 -3.80
H -1.08 0.70 -3.41
H -2.27 1.98 -3.85
H -1.56 0.74 -0.20
H -0.46 1.26 -1.48
H -0.83 3.51 -0.98
H -2.55 3.18 -0.62
H -1.04 4.84 0.92
H 0.31 3.92 1.61
H -2.69 3.84 3.00
H -0.37 3.11 5.02
H -1.68 2.14 4.43
H 0.35 2.01 2.36
H -0.26 0.76 3.38
H 2.59 1.78 2.20
H 4.81 1.52 3.17
H 5.06 1.25 5.63
H 3.03 1.23 7.07
H 0.81 1.47 6.09
C 1.38 -4.96 -2.55
O 1.94 -4.18 -1.51
C 2.84 -3.19 -1.98
C 2.82 -1.97 -1.09
O 1.67 -1.14 -1.24
C 0.44 -1.60 -0.70
C 0.34 -1.52 0.81
O 1.06 -2.56 1.44
C 1.59 -2.20 2.69
H 2.14 -5.60 -3.02
H 0.62 -5.60 -2.10
H 0.91 -4.33 -3.31
H 2.57 -2.88 -3.00
H 3.85 -3.60 -1.99
H 3.66 -1.34 -1.39
H 2.98 -2.25 -0.04
H 0.19 -2.60 -1.06
H -0.30 -0.91 -1.11
H -0.72 -1.60 1.09
H 0.71 -0.54 1.13
H 2.22 -1.31 2.61
H 2.21 -3.03 3.03
H 0.79 -2.03 3.42
*
```